(1)
This record from the Open Molecules 2025 dataset describes a molecular structure, C22H51O7P2SbV at a distorted geometry. The level of theory is wB97M-V/def2-TZVPD.

XYZ file:
```
84
Properties=species:S:1:pos:R:3:forces:R:3
V -0.5212 0.7027 -0.7595 -0.50 0.17 -0.93
C 3.6214 1.2360 -2.6461 -0.02 0.10 -0.15
C 4.1692 0.6483 -1.3732 -0.23 -0.17 0.05
C 5.6129 0.2405 -1.4600 0.13 -0.05 -0.04
O 3.4148 -0.6085 -1.0386 0.60 0.17 -0.12
P 1.9691 -0.7458 -0.5553 -0.72 0.39 0.01
O 0.9165 -0.2883 -1.5696 0.74 -0.41 0.73
C 1.7520 0.2854 0.9543 0.06 -0.27 0.01
P 0.2564 -0.0018 1.9684 -0.37 -0.37 -0.95
O -0.9415 0.0672 1.0041 0.76 0.16 0.84
O 0.3556 -1.4030 2.5828 0.15 -0.27 0.19
C 0.5170 -1.7820 4.0336 -0.16 0.16 -0.24
C 1.1548 -3.1414 4.0344 0.03 -0.17 0.05
C -0.8459 -1.7514 4.6756 -0.04 -0.07 0.10
O 0.2065 0.9842 3.1304 0.16 0.50 0.59
C 0.3061 2.4655 3.3027 -0.16 -0.22 -0.07
C 1.7570 2.8470 3.4262 0.14 0.04 -0.06
C -0.4453 3.1655 2.2026 -0.05 0.17 -0.09
O 1.7229 -2.1906 -0.1337 0.05 -0.52 0.15
C 2.6219 -3.3769 0.1064 -0.28 0.24 -0.06
C 3.7072 -3.0369 1.0928 0.12 0.05 0.04
C 3.1014 -3.8738 -1.2265 0.21 -0.12 -0.13
H 4.1595 2.1643 -2.8435 -0.01 -0.01 -0.06
H 2.5555 1.4627 -2.5943 0.05 -0.01 0.10
H 3.7894 0.5563 -3.4822 0.02 0.00 0.01
H 4.0150 1.3187 -0.5256 -0.04 0.02 0.04
H 5.7623 -0.4577 -2.2849 0.00 0.02 0.03
H 5.9617 -0.2196 -0.5363 -0.03 0.01 0.01
H 6.2194 1.1271 -1.6477 0.00 -0.02 -0.01
H 1.7917 1.3449 0.6697 0.03 -0.01 0.04
H 2.6124 0.0769 1.5988 0.04 0.13 0.01
H 1.1788 -1.0354 4.4688 0.02 0.07 0.00
H 0.5052 -3.8689 3.5459 0.01 0.01 0.01
H 1.2989 -3.4535 5.0695 0.00 -0.03 -0.02
H 2.1276 -3.1451 3.5447 -0.07 0.03 0.06
H -1.4935 -2.5102 4.2348 0.02 0.02 -0.01
H -1.3246 -0.7772 4.5866 0.05 0.02 -0.01
H -0.7358 -1.9748 5.7380 -0.02 0.00 -0.02
H -0.2042 2.6086 4.2506 -0.01 -0.03 0.07
H 2.2800 2.7844 2.4679 -0.04 -0.01 0.04
H 2.2707 2.2236 4.1573 -0.03 0.02 0.01
H 1.8219 3.8821 3.7639 -0.01 -0.02 0.00
H 0.0386 3.0363 1.2296 0.00 -0.01 0.03
H -0.4592 4.2346 2.4194 0.00 -0.01 -0.01
H -1.4792 2.8231 2.1378 0.05 -0.02 0.03
H 1.9169 -4.0781 0.5450 -0.05 0.01 0.02
H 4.4606 -2.3808 0.6578 0.00 0.01 -0.03
H 4.2015 -3.9644 1.3858 0.02 0.03 0.00
H 3.3066 -2.5790 1.9984 -0.01 -0.01 -0.10
H 3.8217 -3.1870 -1.6771 -0.07 -0.04 0.05
H 2.2680 -4.0263 -1.9102 0.00 -0.01 0.01
H 3.5961 -4.8351 -1.0782 0.01 0.02 -0.04
C -4.3630 1.1669 0.5274 0.00 0.01 0.01
C -4.2053 -0.2310 -0.0731 -0.08 0.10 0.16
Sb -2.8035 -0.2776 -1.6612 -0.26 0.02 -0.06
C -3.8414 0.7674 -3.1745 -0.16 0.12 -0.21
C -5.3334 0.4454 -3.2601 0.00 0.02 -0.02
C -2.8720 -2.2908 -2.3023 -0.03 -0.24 -0.05
C -4.1790 -2.9993 -1.9498 0.03 -0.08 -0.01
H -5.0155 1.1472 1.4012 -0.02 -0.03 -0.03
H -4.8058 1.8655 -0.1857 0.02 -0.02 -0.03
H -3.4081 1.5910 0.8541 0.01 -0.09 -0.02
H -5.1515 -0.5952 -0.4717 -0.02 -0.03 0.05
H -3.8602 -0.9537 0.6663 0.00 0.03 0.05
H -3.3295 0.5356 -4.1099 -0.02 0.03 -0.04
H -3.6676 1.8254 -2.9711 -0.08 0.05 -0.05
H -5.5090 -0.6035 -3.5003 0.03 0.01 0.00
H -5.8143 1.0350 -4.0414 0.06 0.02 0.00
H -5.8549 0.6652 -2.3275 0.03 0.01 0.00
H -2.0121 -2.7835 -1.8490 -0.01 -0.10 -0.02
H -2.6962 -2.2706 -3.3788 -0.02 -0.03 -0.01
H -4.3087 -3.0898 -0.8713 0.01 0.01 0.01
H -4.1917 -4.0076 -2.3643 0.04 0.00 0.00
H -5.0514 -2.4798 -2.3439 0.01 0.02 -0.02
C -0.1165 3.2497 -3.6508 -0.02 -0.08 0.06
O 0.0827 2.3852 -2.5117 -0.44 0.09 0.38
C -0.7771 2.4311 -1.4466 0.40 0.44 -0.21
C -1.6216 3.6394 -1.2502 -0.04 0.01 -0.04
H -1.0842 3.0604 -4.1135 -0.02 -0.02 -0.01
H 0.6786 2.9988 -4.3440 0.01 0.04 -0.04
H -0.0398 4.2914 -3.3478 0.02 0.03 -0.03
H -0.9980 4.5143 -1.0396 0.02 0.00 -0.01
H -2.3054 3.5009 -0.4140 0.02 -0.02 0.02
H -2.2169 3.8738 -2.1370 0.00 -0.01 0.01
```
Positions in Å, forces in eV/Å.

Strongest force on any atom in Eh/bohr: 0.02219
HOMO energy (spin up / spin down) in eV: -14.25 / -12.82
Charge: +2
Spin multiplicity: 2

Quick look at the Mulliken charges, all values in e: 0.72 -0.93 0.65 -1.58 0.03 0.38 -0.83 -1.19 0.56 -0.48 0.07 0.64 -1.25 -1.42 -0.36 0.47 -1.35 -0.92 -0.04 0.64 -1.02 -1.40 0.46 0.02 0.32 0.17 0.35 0.40 0.46 0.47 0.76 0.30 0.31 0.46 0.25 0.32 0.36 0.46 0.38 0.20 0.39 0.48 -0.03 0.56 0.17 0.35 0.16 0.49 0.06 0.24 0.34 0.49 -0.97 -0.91 0.31 -0.54 -1.08 -0.63 -1.05 0.45 0.31 -0.05 0.63 0.48 0.53 0.21 0.23 0.41 0.24 0.30 0.44 0.30 0.42 0.20 -0.98 0.13 0.25 -1.45 0.33 0.24 0.41 0.45 0.30 0.51


(2)
This record from the Open Molecules 2025 dataset describes 3 unconnected molecules or ions with the total composition C3H12N2O at a distorted geometry. The level of theory is wB97M-V/def2-TZVPD.

XYZ file:
```
18
Properties=species:S:1:pos:R:3:forces:R:3
C -2.2328 1.4640 -1.0362 -0.62 -0.04 -0.27
C -2.3279 0.4900 -1.9325 0.54 0.60 -0.67
H -2.4095 2.4701 -1.3988 -0.54 0.07 0.33
H -2.0865 1.3437 0.0225 0.76 -0.11 0.04
H -2.7308 0.7761 -2.9007 0.38 -0.13 -0.16
H -1.8424 -0.4766 -1.9023 -0.65 -0.33 0.64
N 1.3512 -1.6985 -0.5216 0.43 -0.65 -0.15
C 1.3385 -0.3283 -0.7988 0.08 1.24 0.90
O 0.4909 0.5150 0.0163 -0.42 0.30 -0.32
H 1.9421 -2.0276 0.2183 -0.12 0.10 0.14
H 0.5859 -2.3112 -0.7345 -0.18 0.29 -0.09
H 2.3164 0.1170 -0.5878 0.27 -0.55 -0.30
H 1.1124 -0.0888 -1.8386 -0.33 -0.26 -0.01
H 0.0270 0.0651 0.7325 0.48 -0.51 -0.12
N 0.9343 -0.1965 2.9560 0.22 0.14 0.16
H 0.4406 0.0306 3.8130 -0.03 -0.06 0.01
H 1.3913 0.6641 2.6676 -0.14 0.02 -0.15
H 1.6992 -0.8082 3.2258 -0.13 -0.11 0.01
```
Positions in Å, forces in eV/Å.

Strongest force on any atom in Eh/bohr: 0.02974
HOMO energy in eV: -9.23
Structure (SMILES): C=C.NCO.N
Charge: 0

Quick look at the Mulliken charges, all values in e: -0.37 -0.47 0.21 0.19 0.20 0.24 -0.41 -0.29 -0.54 0.17 0.19 0.27 0.29 0.30 -0.68 0.22 0.24 0.21


(3)
This record from the Open Molecules 2025 dataset describes a molecular structure, C28H31MnN7O3S2. The level of theory is wB97M-V/def2-TZVPD.

XYZ file:
```
72
Properties=species:S:1:pos:R:3:forces:R:3
Mn -1.4649 -1.2783 -1.0905 -0.29 -0.51 -0.27
C -3.1606 -4.7382 -2.3753 -0.14 0.09 0.07
S -1.9994 -3.4853 -2.0536 0.27 -0.27 -0.21
O -1.9396 -3.1714 -0.5696 0.28 0.54 -0.19
O -2.5011 -2.1422 -2.5681 0.40 0.25 0.33
O -0.7111 -3.7960 -2.5931 -0.20 -0.14 0.01
H -4.0914 -4.4973 -1.8662 0.00 -0.02 -0.03
H -2.7254 -5.6689 -2.0119 -0.02 0.01 0.01
H -3.2903 -4.7744 -3.4574 0.01 -0.01 0.02
C -5.8034 -0.0977 1.3652 0.06 0.01 -0.03
C -4.7958 0.9548 0.8666 -0.08 0.06 0.04
C -5.4497 1.8642 -0.1915 0.03 -0.04 0.02
C -4.2685 1.7944 2.0451 0.00 -0.05 -0.05
C -3.6713 0.2655 0.2430 -0.03 0.01 0.00
C -2.7316 -0.3118 -0.2818 0.06 0.08 0.10
H -6.6422 0.4203 1.8295 0.00 -0.01 0.00
H -5.3517 -0.7576 2.1060 -0.01 0.01 0.00
H -6.1829 -0.6995 0.5397 -0.01 0.01 0.01
H -6.3028 2.3666 0.2641 0.00 0.00 0.00
H -5.8047 1.2840 -1.0429 -0.01 0.02 0.01
H -4.7515 2.6230 -0.5456 -0.01 0.00 0.00
H -5.1087 2.3152 2.5038 0.01 0.00 0.00
H -3.5469 2.5392 1.7074 -0.01 0.00 0.01
H -3.8043 1.1619 2.8025 -0.01 0.02 0.00
S 3.4380 -1.7137 3.0290 -0.02 -0.02 0.00
C 2.0555 -1.5021 2.0206 -0.07 -0.05 -0.01
C 2.2504 -1.5984 0.6279 0.08 0.02 0.09
C 1.1903 -1.4465 -0.2160 -0.01 0.02 -0.06
N -0.0605 -1.1963 0.2396 -0.12 0.09 -0.04
C -0.2675 -1.1133 1.5713 -0.09 -0.01 -0.07
C 0.7480 -1.2562 2.4749 0.13 -0.01 0.04
C 2.7456 -1.5947 4.6666 0.07 0.05 -0.17
C 2.2539 -2.7260 5.2947 -0.05 -0.06 0.08
C 1.7353 -2.5729 6.5759 0.04 0.12 -0.02
N 1.7001 -1.4042 7.2116 -0.01 -0.03 0.01
C 2.1992 -0.3344 6.6008 0.01 -0.08 -0.09
C 2.7387 -0.3735 5.3180 -0.05 0.05 0.16
H 3.2308 -1.7994 0.2164 -0.01 0.00 0.00
H 1.3246 -1.5332 -1.2886 -0.03 0.01 0.00
H -1.2839 -0.9311 1.8898 -0.01 0.00 0.00
H 0.5251 -1.1837 3.5292 0.02 0.00 0.02
H 2.2788 -3.6953 4.8146 -0.01 0.01 0.01
H 1.3367 -3.4256 7.1122 0.00 0.00 0.00
H 2.1706 0.5964 7.1551 0.00 -0.01 0.00
H 3.1444 0.5175 4.8576 -0.01 -0.01 0.01
C -0.2506 2.0126 -0.6870 0.02 0.02 -0.07
C -0.1899 1.2821 -1.9800 0.03 -0.07 0.04
N -0.6985 0.0686 -2.2357 -0.30 -0.30 0.15
C -0.4421 -0.2422 -3.5754 0.05 0.03 0.14
C 0.2445 0.7872 -4.1032 -0.01 0.11 0.00
N 0.3846 1.7298 -3.0959 0.04 0.07 -0.11
C 1.1417 2.9875 -3.2715 0.08 -0.04 -0.07
N 2.4921 2.7069 -3.6021 -0.07 0.17 -0.09
N 2.8096 2.4749 -4.9177 0.14 -0.21 0.11
N 3.9931 2.0218 -4.9871 -0.16 0.16 0.12
C 4.5106 1.9323 -3.7031 0.04 -0.03 -0.02
C 5.7645 1.5082 -3.2630 0.08 -0.02 -0.04
C 5.9933 1.5239 -1.9056 0.02 -0.02 -0.02
C 5.0064 1.9566 -0.9989 -0.08 0.02 -0.04
C 3.7630 2.3832 -1.4219 0.04 -0.01 0.09
C 3.5429 2.3599 -2.7990 -0.01 -0.08 -0.08
H -0.8244 1.4376 0.0315 -0.02 0.02 0.04
H -0.7394 2.9792 -0.8155 0.00 0.00 0.00
H 0.7493 2.1826 -0.2851 0.01 -0.01 -0.01
H -0.7714 -1.1608 -4.0263 -0.01 0.01 0.01
H 0.6480 0.9481 -5.0895 0.00 0.02 0.02
H 1.0859 3.5649 -2.3533 -0.06 -0.01 0.03
H 0.6929 3.5448 -4.0898 -0.02 0.02 -0.01
H 6.5191 1.1921 -3.9706 0.00 0.00 0.02
H 6.9546 1.2119 -1.5212 0.00 0.00 -0.01
H 5.2395 1.9719 0.0579 0.00 0.01 -0.01
H 3.0265 2.7503 -0.7176 0.02 0.01 -0.01
```
Positions in Å, forces in eV/Å.

Strongest force on any atom in Eh/bohr: 0.01246
HOMO energy (spin up / spin down) in eV: -13.68 / -13.68
Charge: +2
Spin multiplicity: 4

Quick look at the Mulliken charges, all values in e: 0.59 -0.99 1.40 -0.62 -0.52 -0.57 0.36 0.40 0.39 -1.52 1.49 -1.50 -1.51 0.18 -0.15 0.42 0.37 0.38 0.41 0.39 0.36 0.43 0.35 0.37 -0.14 1.50 -1.31 -0.36 0.22 -1.03 -0.56 -0.03 0.03 -0.37 -0.54 -0.38 0.02 0.52 0.46 0.51 0.38 0.43 0.39 0.38 0.43 -0.94 1.06 0.25 -0.83 -0.65 0.22 -1.38 0.65 -0.54 -0.48 0.15 -0.66 -0.61 -0.67 -0.64 1.37 -0.02 0.55 -0.01 0.58 0.55 0.66 0.23 0.46 0.42 0.46 0.36


(4)
This record from the Open Molecules 2025 dataset describes a molecular structure, C23H23EuP2 at a distorted geometry. The level of theory is wB97M-V/def2-TZVPD.

XYZ file:
```
49
Properties=species:S:1:pos:R:3:forces:R:3
C 0.4794 -0.4872 -5.1576 0.51 -0.94 0.46
C -0.3682 -1.3958 -5.8532 -0.06 -0.14 1.41
C -0.1046 -2.7025 -5.3394 0.85 0.21 -0.94
C 1.0642 -2.6533 -4.5313 -0.83 1.09 0.57
C 1.3752 -1.2663 -4.3298 -0.69 -0.15 -0.81
Eu -2.0583 -0.2386 -1.3321 0.52 -0.85 -1.20
P -1.3484 2.6662 -1.6732 1.19 0.49 -0.96
H 0.4676 0.6006 -5.2126 0.07 -0.20 -0.17
H -1.1580 -1.1369 -6.5527 0.06 0.00 0.13
H -0.6111 -3.6129 -5.6595 0.15 0.16 0.00
H 2.1713 -0.8580 -3.7048 -0.14 -0.14 -0.20
H 1.5486 -3.5059 -4.0506 -0.16 0.30 -0.10
H -1.4151 4.0235 -1.2460 -0.11 -0.17 -0.08
H -1.3721 2.9399 -3.0968 -0.04 0.20 0.65
H 0.1126 2.5679 -1.6078 -1.11 0.10 -0.17
C -0.6743 3.6274 4.2489 0.02 -0.03 0.00
C 0.3570 3.7995 3.3143 -0.02 -0.05 0.13
C 0.5302 2.8769 2.2877 -0.65 0.00 0.17
C -0.3511 1.7795 2.1693 0.81 0.48 0.49
C -1.3036 1.5545 3.1738 0.08 0.17 -0.12
C -1.4849 2.4940 4.1891 0.10 0.10 0.06
P -0.1772 0.7328 0.6839 -0.50 -0.77 0.57
C 1.5203 0.0800 0.8504 0.32 -0.32 0.04
C 2.3691 -0.0757 -0.2656 -0.19 0.07 0.61
C 3.6414 -0.6297 -0.0903 -0.08 0.02 0.22
C 4.0625 -1.0632 1.1725 -0.30 0.13 -0.31
C 3.2076 -0.9312 2.2637 0.05 0.07 0.25
C 1.9513 -0.3485 2.1101 0.29 -0.02 -0.07
C -1.2921 -0.6382 1.1442 0.70 0.91 0.07
C -0.8511 -1.9807 1.1165 -0.63 -1.34 -0.21
C -1.7675 -3.0102 0.8736 1.92 0.38 0.52
C -3.0977 -2.7115 0.5608 -1.46 -0.03 -0.39
C -3.5779 -1.3955 0.6997 0.04 0.37 0.38
C -2.7025 -0.3672 1.0964 -0.86 0.05 -0.16
H -0.8312 4.3667 5.0389 0.10 -0.23 -0.26
H 1.0323 4.6539 3.3955 -0.20 -0.22 0.00
H 1.3439 2.9969 1.5677 -0.27 0.03 0.14
H -1.8990 0.6413 3.1708 0.16 0.33 -0.11
H -2.2635 2.3223 4.9415 0.35 0.12 -0.26
H 2.0163 0.2416 -1.2481 0.15 -0.15 0.17
H 4.3220 -0.7255 -0.9304 -0.18 -0.01 -0.01
H 5.0513 -1.5069 1.2941 -0.26 0.12 -0.02
H 3.5329 -1.2650 3.2520 -0.11 0.07 -0.28
H 1.2933 -0.2189 2.9720 0.18 -0.08 -0.22
H 0.1992 -2.1913 1.3146 -0.24 -0.14 -0.15
H -1.4290 -4.0469 0.9624 -0.13 0.34 -0.24
H -3.7853 -3.5142 0.2793 0.21 0.32 0.11
H -4.6319 -1.1463 0.5637 0.24 -0.26 0.08
H -3.0941 0.6586 1.1745 0.18 -0.40 0.20
```
Positions in Å, forces in eV/Å.

Strongest force on any atom in Eh/bohr: 0.03931
HOMO energy (spin up / spin down) in eV: -1.58 / -2.97
Charge: -1
Spin multiplicity: 8

Quick look at the Mulliken charges, all values in e: -0.72 -0.66 -0.36 -0.79 -0.31 0.54 -0.11 0.43 0.36 0.39 0.43 0.34 0.09 0.08 0.08 -0.41 -0.54 -0.56 0.41 0.02 -0.68 0.37 0.26 -0.36 -0.45 -0.45 -0.59 -0.25 -0.16 -0.36 -0.49 -0.63 -0.64 -0.44 0.34 0.37 0.33 0.39 0.37 0.23 0.39 0.36 0.36 0.39 0.29 0.35 0.35 0.29 0.35


Energy relative to the best compared isomer or geometry (same formula, charge and spin) across the listed records, respectively: 0.387; 1.621; 0.000; 0.000 eV.